Record 1
A cluster of 4 separate species, C3H14NO3 in total, computed with the ωB97M-V functional and the def2-TZVPD basis.

Structure (XYZ):
```
21
Properties=species:S:1:pos:R:3:forces:R:3
O -0.164876 -0.101529 -2.555708 -0.48 -2.85 0.58
C -0.226648 -0.829128 -1.236575 0.52 0.17 -2.44
C -0.688457 0.388331 -0.403745 0.62 -1.03 0.90
N 0.251277 1.450282 -0.542177 -0.80 0.26 3.21
C -0.029113 2.504805 0.441558 2.16 -0.25 1.23
H -0.303058 -0.847012 -3.215055 0.13 1.52 0.75
H 0.768432 -1.240718 -1.061855 0.13 0.66 0.74
H -0.861441 -1.713853 -1.296768 -0.62 0.51 0.21
H -1.711880 0.649193 -0.695955 -0.13 0.01 -0.20
H -0.587893 -0.056316 0.683754 -0.49 0.63 0.14
H -1.587012 0.808799 1.655821 0.87 -0.30 -1.85
H 0.154131 1.883263 -1.401697 -0.57 0.70 -2.46
H 0.331013 2.225532 1.454841 -0.20 -0.03 -0.66
H 0.515007 3.422758 0.206892 -0.18 -0.03 -0.11
H -1.088551 2.742127 0.484438 -0.90 -0.03 -0.12
H 3.827352 -1.856368 -1.016390 -0.70 -1.81 0.57
H 3.511203 -3.075513 0.000469 0.13 0.62 -0.89
O 3.340314 -2.726488 -0.901020 0.50 1.26 0.33
H -2.092726 -0.098391 3.509027 0.50 -0.24 -0.92
H -2.614168 0.444129 4.746244 -0.34 0.27 0.81
O -2.469693 -0.399940 4.323483 -0.16 -0.04 0.19
```
Positions in Å, forces in eV/Å.

Summary:
charge: +1
LUMO energy: -0.342 hartree
multiplicity: 1
orbital gap: 4.93 eV

---

Record 2
An isolated molecule of C4H9N2O2, computed with the ωB97M-V functional and the def2-TZVPD basis.

Structure (XYZ):
```
17
Properties=species:S:1:pos:R:3:forces:R:3
C -0.142606 -0.129508 -1.031170 -0.06 -1.14 -0.34
C 1.310316 -0.650937 -1.150168 -0.31 2.23 1.08
C 2.293801 0.599720 -1.206393 -0.22 -0.37 -0.41
O 2.652356 0.858550 0.071607 -0.31 0.12 0.24
N -0.924410 -0.887289 -0.063943 0.40 -0.03 -0.39
C -1.655057 -0.276417 0.917675 -0.49 -0.05 0.53
N -1.082543 0.858032 1.447913 0.23 0.40 0.25
O -2.733022 -0.691365 1.304644 0.18 -0.12 -0.03
H -0.205236 0.914748 -0.765301 0.15 0.26 -0.05
H -0.633799 -0.289547 -1.996388 0.07 0.44 -0.07
H 1.526603 -1.098766 -0.175394 0.20 -0.87 -0.71
H 1.447165 -1.188071 -2.075162 0.27 -0.71 0.22
H 3.154426 0.334792 -1.811332 0.29 -0.06 -0.28
H 1.722506 1.415357 -1.671480 0.15 0.10 0.04
H -1.337997 -1.725076 -0.436460 -0.34 0.04 0.21
H -1.512372 1.173129 2.301968 -0.23 -0.06 -0.10
H -0.080562 0.969905 1.461270 0.03 -0.18 -0.20
```
Positions in Å, forces in eV/Å.

Summary:
charge: 0
LUMO energy (spin up / spin down): 0.030 / -0.066 hartree
multiplicity: 2
orbital gap (spin up / spin down): 10.45 / 7.85 eV

---

Listing max |F| for the structures above in their given order: 0.064 0.049 hartree/bohr.